1.
ORCA calculation (ωB97M-V/def2-TZVPD) on C2HCl2F in the gas phase at a distorted geometry.

```
6
Properties=species:S:1:pos:R:3:forces:R:3:lowdin_charge:R:1
F -1.158 0.228 -1.362 -4.263 -0.590 -3.078 0.10
C -0.153 0.410 -0.650 1.932 -1.796 4.102 -0.33
C 0.034 -0.370 0.449 2.749 2.256 -0.174 -1.05
Cl -0.799 -1.568 1.322 -0.275 0.276 -0.811 0.66
Cl 1.626 0.078 1.223 -1.038 -0.428 -0.244 0.51
H 0.449 1.222 -0.982 0.894 0.283 0.205 0.11
```
Forces are in eV/Å.

Its SMILES is FC=C(Cl)Cl. The orbital gap comes out at 10.2 eV. The value obtained for the total energy is -29850.95596 eV. Its charge is 0. The LUMO energy comes out at 0.733 eV.



2.
ORCA calculation (ωB97M-V/def2-TZVPD) on C18H45BrCuN5O2P2Se as an isolated structure.

```
75
Properties=species:S:1:pos:R:3:forces:R:3:lowdin_spin:R:1
Cu 0.333 -0.183 0.004 0.257 0.038 -0.159 0.65
Se 3.938 2.627 -1.074 -0.234 -0.202 0.012 0.02
C 2.777 1.288 -0.964 0.298 0.191 0.002 0.01
N 2.010 0.405 -0.888 -0.196 0.043 -0.043 0.06
C -0.610 5.930 -0.593 -0.010 0.008 0.013 0.00
C 0.616 5.046 -0.771 0.078 -0.025 -0.032 0.00
N 0.653 3.913 0.161 -0.024 0.080 0.009 0.00
C 1.361 4.109 1.427 0.081 -0.035 -0.012 0.00
C 0.453 4.467 2.595 -0.071 -0.022 0.015 0.00
C 0.128 2.727 -0.152 0.085 -0.081 -0.034 0.00
C -0.436 2.527 -1.528 -0.050 0.029 0.023 0.00
N 0.093 1.702 0.669 -0.166 0.198 0.180 0.04
H -0.634 6.699 -1.365 0.015 0.004 0.000 0.00
H -0.606 6.429 0.375 0.003 -0.007 0.010 0.00
H -1.531 5.348 -0.667 -0.005 -0.007 -0.020 0.00
H 1.529 5.616 -0.604 -0.009 0.012 -0.008 0.00
H 0.689 4.672 -1.789 -0.030 -0.010 -0.001 0.00
H 2.100 4.890 1.255 -0.038 0.041 0.025 0.00
H 1.950 3.213 1.635 -0.009 -0.010 -0.003 0.00
H -0.044 5.423 2.437 0.019 0.010 -0.019 0.00
H 1.032 4.536 3.515 0.017 0.003 -0.007 0.00
H -0.322 3.713 2.746 0.004 -0.031 0.015 0.00
H 0.376 2.539 -2.258 -0.002 -0.015 -0.003 0.00
H -1.148 3.309 -1.790 0.010 0.015 -0.017 0.00
H -0.948 1.569 -1.570 0.011 -0.011 -0.010 0.00
H 0.543 1.906 1.555 -0.037 -0.071 0.019 0.00
N -4.185 -1.225 -2.043 -0.071 -0.020 -0.068 0.00
C -4.145 -1.497 -0.555 0.024 0.048 0.044 0.00
P -2.978 -0.296 0.242 -0.049 0.242 -0.270 0.00
O -3.490 0.868 -0.844 0.071 -0.204 -0.030 0.00
O -1.576 -0.662 -0.201 -0.053 -0.200 0.073 0.04
C -3.129 0.849 1.691 -0.050 -0.049 0.009 0.00
N -2.983 2.233 1.264 0.022 0.094 -0.034 0.00
H -4.948 -1.720 -2.502 0.018 0.003 -0.017 0.00
H -3.303 -1.503 -2.474 0.019 0.018 0.010 0.00
H -4.277 -0.205 -2.156 0.023 0.035 0.015 0.00
H -3.815 -2.517 -0.401 0.022 0.018 0.028 0.00
H -5.152 -1.367 -0.166 0.013 -0.028 0.039 0.00
H -2.401 0.496 2.422 0.039 0.025 -0.044 0.00
H -4.116 0.690 2.124 0.002 -0.034 -0.016 0.00
H -2.004 2.488 1.196 0.002 -0.027 0.150 0.00
H -3.462 2.869 1.887 -0.007 0.015 -0.028 0.00
H -3.412 1.740 -0.385 -0.069 0.061 0.064 0.00
Br -3.277 -2.068 2.128 0.097 -0.052 0.064 0.00
C -0.740 -4.140 -0.294 -0.075 0.005 -0.001 0.00
C 0.540 -3.809 0.473 0.047 -0.029 0.073 0.02
C 0.246 -3.692 1.970 0.013 0.006 0.019 0.00
P 1.334 -2.273 -0.136 0.017 -0.076 0.050 0.09
C 2.974 -2.126 0.716 0.058 -0.014 -0.046 0.01
C 3.638 -3.453 1.090 -0.010 -0.022 -0.003 0.00
C 2.908 -1.199 1.931 -0.033 0.047 0.050 0.00
C 1.733 -2.487 -1.926 -0.006 -0.047 -0.020 0.00
C 2.271 -3.864 -2.309 0.003 -0.030 0.001 0.00
C 0.561 -2.073 -2.819 -0.047 0.072 -0.031 0.00
H -1.212 -5.016 0.153 0.008 -0.012 0.011 0.00
H -0.554 -4.362 -1.344 0.015 -0.007 0.000 0.00
H -1.450 -3.313 -0.220 0.028 0.016 0.005 0.00
H 1.270 -4.610 0.320 -0.006 0.015 -0.049 0.00
H -0.525 -2.945 2.155 -0.044 0.043 0.009 0.00
H 1.129 -3.433 2.553 -0.006 -0.018 -0.010 0.00
H -0.124 -4.648 2.343 -0.032 0.008 -0.002 0.00
H 3.591 -1.630 -0.039 -0.028 0.010 -0.009 0.00
H 3.091 -3.972 1.876 0.003 -0.003 -0.001 0.00
H 4.641 -3.254 1.471 0.002 0.008 -0.004 0.00
H 3.739 -4.132 0.246 -0.002 0.004 -0.004 0.00
H 2.334 -1.638 2.748 -0.013 -0.001 -0.008 0.00
H 2.471 -0.229 1.683 0.018 -0.019 -0.023 0.00
H 3.917 -1.010 2.302 0.004 -0.019 0.005 0.00
H 2.522 -1.747 -2.080 0.016 0.000 0.022 0.00
H 1.541 -4.656 -2.135 -0.011 0.003 0.007 0.00
H 3.181 -4.117 -1.767 -0.004 0.004 0.001 0.00
H 2.516 -3.874 -3.372 -0.004 0.004 -0.004 0.00
H -0.288 -2.750 -2.727 0.011 -0.020 0.018 0.00
H 0.880 -2.080 -3.863 0.005 -0.012 -0.001 0.00
H 0.219 -1.061 -2.587 0.017 -0.010 0.003 0.00
```
Forces are in eV/Å.

As for the multiplicity: 2. The orbital gap (alpha / beta) comes out at 7.5 / 6.5 eV. The value obtained for the total energy is -229545.87148 eV. Its charge is +1. The LUMO energy (alpha / beta) comes out at -2.727 / -3.664 eV. As for the expectation value of S²: 0.754.